DFT (ωB97M-V/def2-TZVPD) results for a 3-piece molecular cluster, C8H21N4O overall.

Values from the calculation:
relative energy (zero: lowest compared OMol25 entry of this formula, charge and spin) = 3.0147 eV
E_tot = -611.29103 Eh
lowest unoccupied orbital energy = -2.58 eV
orbital gap = 8.912 eV
net charge = +1

Geometry (Å):
C: -1.090 -1.571 1.465
C: 1.447 2.203 0.247
C: 1.991 -1.421 -2.094
C: -4.859 1.385 -0.110
C: 3.604 0.485 -0.515
C: 2.840 -1.172 0.887
C: 1.567 0.827 0.830
C: 1.490 -0.713 -1.083
N: -2.535 -1.134 -0.455
N: -5.075 -0.085 0.159
N: -1.987 -1.128 0.822
N: 2.363 -0.116 0.009
O: -0.170 -1.847 2.158
H: 0.766 2.239 -0.642
H: 0.952 2.852 0.968
H: 2.454 2.564 -0.208
H: 3.074 -1.556 -2.251
H: -3.491 -0.559 -0.537
H: 1.349 -2.028 -2.715
H: -4.770 1.597 -1.225
H: -5.727 1.905 0.198
H: -3.843 1.552 0.358
H: 3.226 1.236 -1.172
H: 4.125 0.914 0.431
H: 4.138 -0.275 -1.009
H: 2.089 -1.474 1.610
H: 3.081 -2.042 0.263
H: 3.799 -0.876 1.473
H: 0.452 0.293 1.082
H: 2.070 0.930 1.816
H: 0.433 -0.520 -0.875
H: -2.698 -2.050 -0.693
H: -5.161 -0.166 1.144
H: -5.903 -0.247 -0.337

Mulliken atomic charge list, values in e, 2 entries: 0.55, -1.26